(1)
The following is a quantum chemistry calculation of C3H7Br2Na3O as an isolated structure, from the Open Molecules 2025 dataset.

Geometry (Å):
Na1 -4.57 -1.33 0.84
Na2 -2.52 -0.43 3.94
Na3 -3.41 1.50 0.90
C1 -1.10 -1.29 1.39
O1 -2.34 -0.62 1.36
H1 -1.08 -2.14 0.70
H2 -0.29 -0.63 1.06
H3 -0.82 -1.65 2.40
Br1 3.81 1.81 -0.63
C2 2.20 1.54 -1.66
C3 1.81 0.12 -1.50
Br2 0.19 -0.25 -2.50
H4 2.43 1.79 -2.69
H5 1.48 2.25 -1.27
H6 1.62 -0.13 -0.46
H7 2.58 -0.53 -1.88

Spin multiplicity: 1
Molar mass in g/mol: 287.87
Charge: +2
Highest occupied orbital energy in eV: -14.20

Löwdin atomic charge list, values in e, 6 entries: 0.8351, 0.8418, 0.8218, -0.2472, -0.5201, 0.0868

---

(2)
The following is a quantum chemistry calculation of a 2-piece molecular cluster, C3H7BrN2O overall, from the Open Molecules 2025 dataset.

Geometry (Å):
C1 -0.47 1.55 -0.33
C2 1.61 -1.10 -0.14
C3 0.08 -1.33 -0.26
N1 -0.90 2.22 0.70
N2 -0.68 -0.40 0.66
O1 0.00 1.68 -1.39
Br1 -2.55 -0.70 0.25
H1 2.18 -1.67 -0.90
H2 1.79 0.03 0.03
H3 1.76 -1.73 0.76
H4 -0.09 -0.98 -1.34
H5 -0.32 -2.36 -0.06
H6 -1.03 1.66 1.61
H7 -1.40 3.15 0.40

Spin multiplicity: 1
Molar mass in g/mol: 167.01
Charge: 0
Highest occupied orbital energy (alpha / beta) in eV: -8.35 / -8.35

Löwdin atomic charge list, values in e, 6 entries: -0.4484, -0.1198, -0.4784, 0.1187, -0.4815, 0.1538

---

(3)
The following is a quantum chemistry calculation of C3H7BrN2Si in the gas phase, from the Open Molecules 2025 dataset.

Geometry (Å):
C1 0.22 0.91 -1.46
C2 1.73 0.60 -1.18
C3 -1.68 -0.41 2.09
N1 -0.75 0.71 -0.70
N2 2.07 -0.25 -0.19
Si1 -0.82 -0.67 0.40
Br1 -1.80 -2.40 -0.62
H1 0.17 1.63 -2.30
H2 2.24 0.38 -2.10
H3 2.05 1.71 -0.97
H4 -1.49 0.53 2.57
H5 -2.77 -0.47 2.05
H6 -1.33 -1.09 2.87
H7 2.15 -1.19 -0.48

Spin multiplicity: 1
Molar mass in g/mol: 179.09
Charge: 0
Highest occupied orbital energy (alpha / beta) in eV: -8.62 / -7.80

Löwdin atomic charge list, values in e, 6 entries: -0.2553, -0.4290, -0.2544, -0.0945, -0.0153, 0.3522

---

(4)
The following is a quantum chemistry calculation of a 2-piece molecular cluster, C3H7BrN3 overall, from the Open Molecules 2025 dataset.

Geometry (Å):
C1 0.36 -1.28 1.14
C2 -0.48 0.37 -1.67
C3 -1.21 -0.34 -0.54
N1 2.31 -1.62 3.94
N2 1.34 -1.08 3.82
N3 -0.38 -0.36 0.66
Br1 0.50 -2.96 0.35
H1 -0.18 1.37 -1.37
H2 0.41 -0.19 -1.97
H3 -1.14 0.46 -2.53
H4 -1.46 -1.36 -0.82
H5 -2.13 0.20 -0.29
H6 3.18 -2.14 3.92
H7 -0.36 0.53 1.16

Spin multiplicity: 3
⟨S²⟩: 2.01
Molar mass in g/mol: 165.01
Charge: +1
Highest occupied orbital energy (alpha / beta) in eV: -9.73 / -15.90

Löwdin atomic charge list, values in e, 6 entries: -0.4109, -0.0535, -0.2216, 0.0087, 0.0182, -0.0393

---

(5)
The following is a quantum chemistry calculation of a 2-piece molecular cluster, C3H7Cl2NO2Si overall, from the Open Molecules 2025 dataset.

Geometry (Å):
C1 -0.11 -0.57 2.44
C2 0.83 0.14 -1.76
C3 0.11 -0.03 1.29
N1 -2.30 -0.42 -0.32
O1 -2.81 0.67 -0.33
O2 -3.10 -1.41 0.11
Si1 1.23 -0.54 -0.07
Cl1 1.33 -2.65 -0.05
Cl2 3.08 0.38 0.25
H1 -0.75 -0.15 3.09
H2 -2.61 -2.31 0.26
H3 0.37 -1.46 2.84
H4 0.73 -0.61 -2.64
H5 -0.16 0.57 -1.74
H6 1.45 1.12 -1.96
H7 -0.11 0.97 1.01

Spin multiplicity: 1
Molar mass in g/mol: 188.09
Charge: 0
Highest occupied orbital energy in eV: -10.40
SMILES: C=C[Si](C)(Cl)Cl.O=NO

Löwdin atomic charge list, values in e, 6 entries: -0.0412, -0.2689, -0.3390, -0.1501, 0.0266, -0.0037

---

(6)
The following is a quantum chemistry calculation of C3H7Cl3NPSi in the gas phase, from the Open Molecules 2025 dataset.

Geometry (Å):
C1 -0.58 -0.76 1.76
C2 -0.96 -0.77 -1.44
C3 1.84 -0.44 -0.14
N1 -1.10 2.84 -0.24
Si1 -0.06 -0.11 0.07
P1 0.18 2.36 0.43
Cl1 2.28 -1.80 -1.14
Cl2 2.76 -0.75 1.41
Cl3 2.50 1.00 -1.00
H1 0.00 -1.39 2.43
H2 -0.90 0.15 2.25
H3 -1.42 -1.37 1.44
H4 -2.06 -0.74 -1.33
H5 -0.59 -0.18 -2.42
H6 -0.73 -1.87 -1.59
H7 -1.16 3.83 -0.46

Spin multiplicity: 1
Molar mass in g/mol: 222.51
Charge: 0
Highest occupied orbital energy in eV: -8.09
SMILES: [H]/N=P/[Si](C)(C)C(Cl)(Cl)Cl

Löwdin atomic charge list, values in e, 6 entries: -0.2297, -0.2381, -1.6945, -0.4344, 0.3496, 0.6512

---

(7)
The following is a quantum chemistry calculation of C3H7Cl4Hg2O as an isolated structure, from the Open Molecules 2025 dataset.

Geometry (Å):
Hg1 -2.30 -5.71 1.08
Hg2 3.25 -4.44 -1.90
C1 -1.01 -0.76 -0.74
O1 -0.44 -2.05 -0.58
H1 -0.74 -0.08 0.07
H2 -0.91 -0.25 -1.70
H3 -2.07 -0.95 -0.59
C2 -1.38 -0.73 5.63
Cl1 -1.20 -2.48 5.33
Cl2 -1.17 -0.31 7.38
H4 -0.54 -0.24 5.14
H5 -2.36 -0.43 5.26
C3 2.18 3.65 -4.73
Cl3 2.91 5.09 -5.51
Cl4 1.16 2.72 -5.85
H6 3.03 3.05 -4.43
H7 1.57 3.91 -3.86

Spin multiplicity: 1
Molar mass in g/mol: 602.08
Charge: +3
Highest occupied orbital energy in eV: -17.39

Löwdin atomic charge list, values in e, 6 entries: 0.7260, 0.7677, -0.0450, 0.0719, 0.1262, 0.1132

---

(8)
The following is a quantum chemistry calculation of C3H7ClCuNOPd as an isolated structure, from the Open Molecules 2025 dataset.

Geometry (Å):
Cu1 10.45 -10.28 19.07
Pd1 13.14 -6.01 18.88
Cl1 11.77 -7.95 19.73
C1 14.69 -10.64 24.61
C2 14.48 -11.16 23.22
O1 15.34 -11.76 22.61
N1 13.26 -10.90 22.69
C3 12.81 -11.40 21.40
H1 13.73 -10.38 25.06
H2 15.52 -9.94 24.62
H3 14.99 -11.51 25.19
H4 12.61 -10.31 23.17
H5 12.53 -10.47 20.90
H6 11.93 -12.03 21.46
H7 13.62 -11.85 20.82

Spin multiplicity: 4
⟨S²⟩: 3.76
Molar mass in g/mol: 278.51
Charge: +3
Highest occupied orbital energy (alpha / beta) in eV: -21.78 / -21.59

Löwdin atomic charge list, values in e, 6 entries: 0.7405, 0.9555, 0.2921, 0.1030, -0.3737, 0.4121

---

(9)
The following is a quantum chemistry calculation of a 2-piece molecular cluster, C3H7ClN overall, from the Open Molecules 2025 dataset.

Geometry (Å):
C1 -0.70 -1.32 -0.28
C2 -0.50 -0.15 0.60
C3 -1.79 -0.70 0.10
N1 0.10 1.12 0.08
Cl1 2.53 0.37 -1.12
H1 -0.06 -2.17 -0.69
H2 2.79 -0.60 -0.44
H3 -0.24 -0.22 1.63
H4 -2.83 -0.51 0.06
H5 -0.40 1.59 -0.73
H6 1.05 0.97 -0.13
H7 0.05 1.64 0.91

Spin multiplicity: 1
Molar mass in g/mol: 92.55
Charge: +1
Highest occupied orbital energy in eV: -15.24

Löwdin atomic charge list, values in e, 6 entries: 0.0421, -0.2732, 0.0704, 0.1618, 0.5673, 0.1493

---

(10)
The following is a quantum chemistry calculation of C3H7ClN2 as an isolated structure, from the Open Molecules 2025 dataset.

Geometry (Å):
C1 -0.70 0.43 -0.02
C2 -0.93 1.87 0.04
C3 1.36 -1.40 0.02
N1 1.13 0.01 0.05
N2 -1.54 -0.50 -0.10
Cl1 -3.56 -0.33 0.07
H1 -0.65 2.28 0.99
H2 -1.94 2.19 -0.41
H3 -0.24 2.32 -0.55
H4 2.12 -1.48 0.75
H5 1.85 -1.81 -0.97
H6 0.49 -1.93 0.43
H7 -1.56 -1.44 0.27

Spin multiplicity: 1
Molar mass in g/mol: 106.56
Charge: 0
Highest occupied orbital energy (alpha / beta) in eV: -9.80 / -7.48

Löwdin atomic charge list, values in e, 6 entries: -0.2623, -0.0570, -0.2332, 0.0566, -0.1970, 0.1763

---

(11)
The following is a quantum chemistry calculation of C3H7ClN2 in the gas phase, from the Open Molecules 2025 dataset.

Geometry (Å):
C1 3.47 0.07 -0.27
C2 -0.04 -0.02 0.52
C3 -1.31 0.74 0.22
H1 3.64 1.09 0.09
H2 4.17 -0.68 0.14
H3 3.67 0.26 -1.35
H4 2.10 -0.94 1.00
H5 -0.02 -0.83 1.16
H6 -1.24 1.53 -0.52
H7 -1.59 1.24 1.10
N1 2.17 -0.51 0.03
N2 1.04 0.31 -0.09
Cl1 -2.70 -0.30 -0.24

Spin multiplicity: 1
Molar mass in g/mol: 106.56
Charge: 0
Highest occupied orbital energy in eV: -8.94
SMILES: CN/N=C/CCl

Löwdin atomic charge list, values in e, 6 entries: -0.1347, -0.2318, -0.5671, 0.0653, 0.0849, 0.0775

---

(12)
The following is a quantum chemistry calculation of C3H7ClN2 in the gas phase, from the Open Molecules 2025 dataset.

Geometry (Å):
C1 0.41 1.79 0.41
C2 0.19 0.41 -0.27
C3 -1.03 -0.38 0.10
H1 0.53 1.71 1.47
H2 1.32 2.26 -0.06
H3 -0.47 2.40 0.16
H4 0.04 0.64 -1.35
H5 -2.95 -0.10 -0.30
H6 -1.98 1.22 -0.79
H7 -0.25 -2.08 0.29
N1 -2.10 0.43 -0.23
N2 -1.16 -1.59 0.38
Cl1 1.71 -0.52 -0.11

Spin multiplicity: 1
Molar mass in g/mol: 106.56
Charge: 0
Highest occupied orbital energy in eV: -9.49
SMILES: [H]/N=C(/N)[C@@H](C)Cl

Löwdin atomic charge list, values in e, 6 entries: -0.1232, -0.6937, -0.5704, 0.0692, 0.0921, 0.0677